{
  "formula": "C9H11N2P",
  "method": "ωB97M-V/def2-TZVPD",
  "symbols": ["P", "N", "N", "C", "C", "C", "C", "C", "C", "C", "C", "C", "H", "H", "H", "H", "H", "H", "H", "H", "H", "H", "H"],
  "coordinates": [[2.279, 0.401, 0.141], [-1.621, -1.362, 0.153], [3.055, 1.587, -0.453], [0.522, -0.658, 0.346], [-0.382, 2.168, 0.523], [-3.364, 0.243, -0.388], [-0.768, -0.305, 0.278], [1.228, -1.945, 0.215], [-1.188, 1.074, 0.347], [-2.553, 1.282, -0.161], [-2.849, -1.062, -0.183], [2.646, -1.491, -0.286], [2.883, -1.356, -1.283], [-3.423, -2.037, -0.226], [0.585, -2.502, -0.571], [-4.254, 0.606, -0.794], [-2.924, 2.272, -0.269], [-0.749, 3.075, 0.400], [2.418, 0.511, 1.507], [1.207, -2.482, 1.193], [3.539, -1.756, 0.292], [0.714, 2.178, 0.634], [3.000, 1.556, -1.414]],
  "energy_ha": -800.2361,
  "gap_ev": 7.06,
  "lumo_energy_ha": -0.0280,
  "e_above_lowest_kcal_mol": 91.27
}